This record from OMol25 describes a molecular structure, C17H23CoN6O10S2 at a distorted geometry. The level of theory is ωB97M-V with the def2-TZVPD basis set.

```
! wB97M-V def2-TZVPD RIJCOSX def2/J DEFGRID3
* xyz 0 5
Co -1.6834 -0.6565 0.0307
O -2.0264 0.4043 -1.7378
S -2.5695 -0.7990 -2.4252
O -3.8795 -0.6282 -2.9774
O -2.4320 -1.9348 -1.4964
C -1.5130 -1.0698 -3.8408
C -2.1248 -1.4483 -5.0274
C -1.3882 -1.5255 -6.1973
C -0.0396 -1.2002 -6.1936
C 0.5803 -0.8537 -5.0051
C -0.1562 -0.7977 -3.8300
S 0.7757 -0.6071 -2.3263
O 2.0227 -1.3159 -2.6671
O 1.0465 0.7941 -2.0567
O 0.0703 -1.3099 -1.2400
H -3.1824 -1.6698 -5.0071
H -1.8747 -1.8261 -7.1151
H 0.5391 -1.2383 -7.1063
H 1.6373 -0.6365 -4.9637
N -0.0018 0.7288 0.6117
C 1.0609 -0.0872 1.1948
C 1.7136 0.6782 2.3722
C 2.6442 -0.0196 3.3996
C 3.8650 -0.8776 2.9780
N 4.5514 -0.4583 1.7647
C 4.5226 -1.0649 0.5824
N 5.1135 -0.4757 -0.4690
N 4.0435 -2.2950 0.4349
C 0.4531 -1.4889 1.5830
O 1.2188 -2.4165 1.8317
O -0.8176 -1.5092 1.6040
H 0.2465 1.1055 -0.3068
H -0.3497 1.4636 1.2386
H 1.7735 -0.3103 0.4126
H 0.8810 1.0818 2.9538
H 2.2498 1.5272 1.9378
H 2.0115 -0.6693 4.0046
H 3.0291 0.7734 4.0444
H 3.5468 -1.9053 2.8642
H 4.6016 -0.8361 3.7827
H 4.9331 0.4730 1.7847
H 5.3659 0.4958 -0.4191
H 4.7648 -0.8184 -1.3678
H 3.3175 -2.6176 1.0794
H 3.8745 -2.5454 -0.5374
C -3.4240 3.9313 3.2123
N -3.6040 2.6830 2.4891
C -4.8115 2.0662 2.3952
C -4.9619 0.8727 1.7875
C -3.7859 0.2755 1.2218
O -3.7358 -0.8316 0.6350
N -2.6121 0.9215 1.3137
C -2.4531 2.1002 1.9417
O -1.3706 2.6728 2.0836
H -4.3787 4.2616 3.6133
H -3.0134 4.6905 2.5482
H -2.7127 3.7793 4.0234
H -5.6402 2.5955 2.8457
H -5.9110 0.3682 1.7127
*
```

max |F|: 2.6 eV Å⁻¹
energy relative to the best compared isomer or geometry (same formula, charge and spin): 7.16 kcal per mole
total energy: -106717.4527 eV
expectation value of S²: 6.011

Atomic partial charges in e from the Löwdin method, atoms 1 to 2: Co 0.9503; O -0.3341